{"formula": "C72H177N15O6", "method": "wB97M-V/def2-TZVPD", "symbols": ["O", "O", "O", "O", "O", "O", "N", "N", "N", "N", "N", "N", "N", "N", "N", "N", "N", "N", "N", "N", "N", "C", "C", "C", "C", "C", "C", "C", "C", "C", "C", "C", "C", "C", "C", "C", "C", "C", "C", "C", "C", "C", "C", "C", "C", "C", "C", "C", "C", "C", "C", "C", "C", "C", "C", "C", "C", "C", "C", "C", "C", "C", "C", "C", "C", "C", "C", "C", "C", "C", "C", "C", "C", "C", "C", "C", "C", "C", "C", "C", "C", "C", "C", "C", "C", "C", "C", "C", "C", "C", "C", "C", "C", "H", "H", "H", "H", "H", "H", "H", "H", "H", "H", "H", "H", "H", "H", "H", "H", "H", "H", "H", "H", "H", "H", "H", "H", "H", "H", "H", "H", "H", "H", "H", "H", "H", "H", "H", "H", "H", "H", "H", "H", "H", "H", "H", "H", "H", "H", "H", "H", "H", "H", "H", "H", "H", "H", "H", "H", "H", "H", "H", "H", "H", "H", "H", "H", "H", "H", "H", "H", "H", "H", "H", "H", "H", "H", "H", "H", "H", "H", "H", "H", "H", "H", "H", "H", "H", "H", "H", "H", "H", "H", "H", "H", "H", "H", "H", "H", "H", "H", "H", "H", "H", "H", "H", "H", "H", "H", "H", "H", "H", "H", "H", "H", "H", "H", "H", "H", "H", "H", "H", "H", "H", "H", "H", "H", "H", "H", "H", "H", "H", "H", "H", "H", "H", "H", "H", "H", "H", "H", "H", "H", "H", "H", "H", "H", "H", "H", "H", "H", "H", "H", "H", "H", "H", "H", "H", "H", "H", "H", "H", "H", "H", "H", "H", "H", "H", "H", "H", "H", "H", "H", "H", "H", "H", "H", "H", "H", "H"], "coordinates": [[7.14, 0.24, 0.13], [-3.48, 5.72, -1.09], [-0.41, 2.89, 0.71], [1.90, -3.92, -6.03], [2.06, 1.05, 3.57], [-0.81, -5.19, 0.79], [5.76, 0.94, -1.48], [-6.35, 0.53, -3.37], [1.69, 0.69, 5.77], [-3.15, 2.67, 4.00], [-3.76, 3.52, -1.37], [4.88, -3.08, 4.25], [0.03, 3.29, -4.12], [5.31, 2.86, 5.00], [-3.79, -5.16, -3.79], [-0.90, -3.81, 2.57], [0.66, -1.07, -0.23], [2.63, -4.65, -4.05], [-5.42, -2.47, 2.95], [1.42, 4.25, 0.82], [3.66, 1.61, -5.95], [5.25, 2.07, -0.70], [-4.30, -0.88, -3.40], [-5.23, -5.40, -3.69], [3.50, 4.50, 5.72], [1.82, 2.84, -2.39], [5.09, 1.70, -6.36], [-6.01, -4.12, -3.32], [6.19, -2.42, 2.30], [-7.03, 2.22, -5.09], [-3.08, -6.20, -4.61], [-2.27, 0.85, 2.49], [-7.63, 0.70, -1.27], [-4.80, -2.26, 4.26], [-1.93, 3.52, 4.00], [-1.29, -4.90, 3.43], [-0.80, -2.43, 3.11], [6.69, 0.15, -0.98], [-3.26, 1.95, 2.76], [0.73, 3.11, 1.10], [-1.37, 3.83, 5.36], [1.78, -0.25, 0.22], [6.17, -2.54, 3.79], [5.06, -4.13, 5.31], [0.27, 0.27, 5.61], [-5.18, -3.78, 0.81], [-0.67, -4.07, 1.27], [-4.31, 3.51, 4.13], [4.40, 3.94, 4.60], [-1.84, -1.18, -0.48], [5.59, -3.67, 6.65], [-0.72, 5.64, -3.53], [-3.44, 2.21, -0.90], [3.11, 0.32, -6.47], [-1.86, -4.41, -2.50], [-6.69, -0.38, 2.96], [1.03, -1.96, -1.39], [2.30, -5.39, -2.82], [-1.13, 1.33, -5.18], [5.37, 1.95, -7.82], [4.02, -4.23, -4.19], [5.09, 1.39, 2.99], [5.32, 0.80, -2.90], [2.43, 1.07, 4.73], [2.97, -1.08, 0.64], [2.80, 4.41, 1.17], [-4.59, -3.37, 2.14], [3.33, 4.12, -5.86], [-3.27, -5.00, -2.42], [0.81, 5.32, -0.02], [5.98, 2.33, 3.84], [2.31, 0.62, 7.14], [2.49, -2.61, 5.02], [-1.20, 2.81, -4.75], [6.23, 3.45, 6.01], [3.90, -0.90, -6.02], [-6.84, -0.14, -2.19], [3.89, -2.08, 4.66], [7.06, 2.35, 6.61], [1.39, -1.14, -2.64], [-5.62, -1.21, 2.28], [-3.01, -7.67, -4.06], [-7.41, 1.14, -4.14], [0.25, 4.75, -4.29], [-3.16, 4.57, -0.90], [-4.93, 3.77, -2.30], [-5.53, -0.36, -4.15], [-4.90, -3.36, 5.32], [2.84, 2.73, -6.32], [-5.63, 2.79, 4.48], [-0.51, -0.32, -0.49], [0.33, 2.82, -2.77], [1.69, -4.56, -5.00], [3.25, 1.21, 7.25], [5.65, 3.87, 6.87], [4.17, -3.57, -5.07], [1.31, 4.95, -4.01], [5.53, 2.01, 0.35], [-2.29, -4.69, 3.83], [7.64, 1.76, 5.89], [4.24, -1.48, 5.49], [0.17, -2.61, -1.68], [-4.20, 4.19, 4.95], [2.95, -6.23, -2.63], [4.85, -3.02, 7.11], [-3.16, 2.68, 1.93], [3.23, -1.73, -6.04], [2.88, 3.66, 6.16], [1.67, -1.90, 4.98], [7.04, -0.66, -1.65], [1.48, 0.29, 1.09], [3.82, 3.63, 3.75], [6.33, 3.13, 3.17], [-5.54, -6.23, -2.99], [-0.62, 0.63, -4.47], [-7.66, -0.91, 3.07], [-1.50, -4.05, -1.52], [5.69, -4.52, 7.32], [5.58, 2.48, -5.76], [-2.38, -8.29, -4.75], [7.83, 2.65, 7.32], [7.03, -3.20, 4.13], [3.73, -0.53, 1.24], [-4.92, 4.79, -2.68], [-2.11, 3.02, -4.14], [4.16, 4.53, -6.43], [3.39, 1.42, 5.05], [4.28, 0.52, -2.93], [-0.13, 1.80, -2.77], [5.64, 0.98, 2.14], [-1.72, 5.35, -3.90], [-1.83, 4.66, 5.89], [5.96, 0.05, -3.29], [4.12, -0.74, -4.96], [-2.09, 0.24, 3.38], [6.55, -3.16, 6.61], [-2.12, 4.48, 3.49], [-2.54, 2.27, -0.30], [0.45, -0.87, -3.11], [-6.25, 3.43, 5.08], [4.76, 2.76, -8.25], [5.28, -1.91, 1.94], [0.08, 0.02, 4.58], [4.15, 1.85, 2.72], [2.30, -4.70, -1.95], [-2.68, 0.23, 1.70], [5.32, 1.07, -8.44], [-0.61, 0.45, 0.28], [-5.18, 0.14, -5.03], [6.33, -1.58, 4.28], [-0.17, 3.46, -2.01], [-7.90, 0.32, -4.68], [0.11, -0.64, 6.18], [5.66, 2.99, -1.20], [1.31, -5.80, -2.92], [-2.11, 1.00, -5.32], [2.49, -0.43, 7.40], [-1.11, -5.16, -2.71], [4.85, 0.54, 3.61], [-7.46, -1.04, -2.42], [-4.20, -3.11, 6.11], [-5.89, -3.31, 5.76], [-3.76, -0.04, -3.03], [-1.95, -1.84, -1.30], [-5.66, -3.32, -4.00], [-3.64, -1.37, -4.09], [-4.46, 4.14, 3.23], [-2.55, -7.80, -3.08], [3.44, -1.45, -0.27], [3.74, -1.41, 3.83], [2.85, 5.22, 5.30], [1.89, -0.14, -2.44], [3.48, 4.49, 0.27], [4.08, -4.62, 5.41], [7.15, -2.04, 1.94], [1.96, 2.50, -1.34], [5.64, 0.83, -6.00], [-1.28, -5.78, 2.83], [-1.32, 3.40, -5.66], [4.11, 5.00, 6.50], [-3.30, 1.55, -1.79], [-3.72, -2.04, 4.13], [-3.53, -6.17, -5.61], [-0.28, 3.98, 5.23], [-6.12, -4.31, 0.96], [6.84, 4.24, 5.57], [6.88, 1.79, 4.11], [-5.79, -3.76, -2.33], [-6.88, 0.54, 2.40], [-1.71, -2.13, 3.65], [-0.24, 5.06, -0.11], [5.79, -4.87, 4.94], [0.70, -4.99, -4.77], [-4.77, 3.05, -3.15], [2.12, 0.44, -0.58], [-2.03, -5.85, -4.75], [4.82, -1.09, -6.54], [2.51, 4.81, -5.87], [-0.83, 5.39, -2.44], [2.71, 2.70, -7.39], [3.01, 0.42, -7.56], [-4.72, -0.61, 2.26], [-5.58, -5.70, -4.69], [-3.96, -8.18, -4.04], [-4.28, 1.68, -0.40], [0.23, 4.94, -5.38], [2.23, -3.32, 4.24], [-6.41, -0.11, 3.95], [4.65, -5.12, -4.36], [-0.37, 0.23, -1.44], [-6.01, -0.45, -1.54], [-3.18, -5.94, -1.81], [-0.65, -1.71, 2.31], [-4.35, -1.52, -2.56], [6.42, 2.23, -7.80], [-1.31, 1.32, 2.23], [-1.68, -3.60, -3.24], [2.92, 5.40, 1.64], [1.86, 2.56, -5.90], [-6.61, 3.11, -4.63], [-0.54, 6.73, -3.53], [2.41, -3.21, 5.93], [-6.26, 2.47, 3.65], [-0.59, 1.20, -6.12], [2.13, -1.47, -3.40], [1.28, 2.42, 1.76], [-4.47, -4.46, 0.32], [-4.49, -4.30, 2.72], [4.17, 2.17, -0.82], [-3.59, -2.93, 2.12], [-6.26, 1.85, -5.82], [4.35, -3.74, -3.26], [-0.51, -4.85, 4.22], [6.14, -3.45, 1.92], [2.47, 2.22, -3.04], [-7.87, 0.20, -0.33], [-5.42, 1.90, 5.06], [-1.54, 2.96, 5.98], [1.88, -2.59, -1.09], [0.94, 6.30, 0.45], [1.67, 1.01, 7.95], [-0.38, 1.07, 6.03], [3.15, 3.60, 1.79], [1.28, 5.31, -0.99], [-5.44, -2.93, 0.21], [-5.87, 3.51, -1.81], [6.44, 1.61, 7.12], [-8.44, 1.18, -1.80], [-5.98, -1.36, 1.24], [-4.25, 1.50, 2.67], [-6.07, -1.28, -4.48], [2.09, 0.32, -6.07], [-0.35, -3.26, 0.61], [2.16, 3.90, -2.49], [-7.14, -4.26, -3.36], [-1.11, 3.01, 3.44], [-7.00, 1.56, -0.99], [3.73, 4.09, -4.82], [-3.87, -4.27, -1.93], [-2.23, 4.32, -0.32], [5.42, 1.80, -3.33], [-5.26, -1.41, 4.74], [-2.64, -0.43, -0.38], [4.97, 4.82, 4.26], [2.69, -1.93, 1.24], [-7.93, 2.55, -5.67], [-4.76, -4.36, 4.92], [-1.96, -1.80, 0.40], [0.00, -2.40, 3.85], [-8.24, 1.52, -3.55]], "homo_ev": -8.1, "e_lumo_ha": 0.018, "charge": 0, "e_above_lowest_ev": 2.5981, "mol_weight_g_mol": 1349.31, "energy_ha": -4122.08134}

***

{"formula": "C4H17N2O2", "method": "wB97M-V/def2-TZVPD", "symbols": ["O", "O", "N", "N", "C", "C", "C", "C", "H", "H", "H", "H", "H", "H", "H", "H", "H", "H", "H", "H", "H", "H", "H", "H", "H"], "coordinates": [[0.39, 3.11, -3.04], [-1.72, -1.95, 3.70], [-0.68, 0.56, 1.80], [-1.06, -0.98, -0.51], [0.79, 0.54, -0.26], [0.41, -0.93, -0.71], [0.86, -1.22, -2.13], [0.72, 0.70, 1.25], [-0.75, 0.22, 2.77], [-1.53, -0.30, -1.12], [1.32, 3.23, -2.79], [0.90, -1.55, 0.04], [0.53, -0.43, -2.82], [1.95, -1.16, -2.11], [-0.09, 3.93, -3.28], [0.47, -2.13, -2.59], [-1.43, -2.00, 4.60], [0.95, 1.71, 1.57], [-1.16, 1.46, 1.87], [-1.19, -0.06, 1.11], [-1.67, -2.76, 3.23], [1.81, 0.73, -0.60], [-1.44, -1.89, -0.72], [1.36, -0.08, 1.66], [0.26, 1.25, -0.91]], "homo_ev": -13.8, "e_lumo_ha": -0.104, "charge": 1, "e_above_lowest_ev": 0.8708, "mol_weight_g_mol": 125.19, "energy_ha": -422.36070}

***

{"formula": "C15H20N4O2S", "method": "wB97M-V/def2-TZVPD", "symbols": ["S", "O", "O", "N", "N", "N", "N", "C", "C", "C", "C", "C", "C", "C", "C", "C", "C", "C", "C", "C", "C", "C", "H", "H", "H", "H", "H", "H", "H", "H", "H", "H", "H", "H", "H", "H", "H", "H", "H", "H", "H", "H"], "coordinates": [[4.15, -2.17, 0.51], [-2.60, -3.09, -0.36], [2.70, 2.42, 0.37], [3.86, 1.78, 0.04], [-0.43, 1.83, 0.02], [2.37, 0.30, 0.81], [-3.10, -0.96, 0.28], [-1.98, -1.16, -1.74], [-1.87, 0.29, -1.27], [5.86, -0.44, -0.33], [0.45, 1.85, 1.17], [-0.49, 0.53, -0.63], [4.58, -0.54, 0.13], [-0.17, 2.91, -0.91], [3.63, 0.51, 0.32], [-2.97, 0.39, -0.21], [6.51, -1.69, -0.39], [1.85, 1.49, 0.82], [-5.29, -1.04, 1.41], [-2.58, -1.89, -0.55], [-3.79, -1.28, 1.50], [5.71, -2.71, 0.03], [0.29, 0.42, -1.40], [-2.03, 1.00, -2.08], [-0.94, 2.92, -1.67], [-0.22, 3.86, -0.37], [-5.51, 0.01, 1.24], [-2.69, 1.07, 0.60], [0.43, 2.86, 1.60], [0.08, 1.13, 1.91], [5.95, -3.75, 0.09], [-5.77, -1.35, 2.33], [0.81, 2.84, -1.40], [-3.91, 0.74, -0.65], [-1.03, -1.60, -2.03], [-0.33, -0.24, 0.13], [-3.36, -0.67, 2.31], [6.30, 0.49, -0.62], [-5.71, -1.62, 0.59], [-3.59, -2.33, 1.70], [-2.67, -1.26, -2.58], [7.52, -1.83, -0.73]], "homo_ev": -8.8, "e_lumo_ha": 0.017, "charge": 0, "e_above_lowest_ev": 1.2093, "mol_weight_g_mol": 320.42, "smiles": "CCN1C[C@@H](CN(C)Cc2nc(-c3cccs3)no2)CC1=O", "energy_ha": -1351.26066}

***

{"formula": "C43H48F6O23S5", "method": "wB97M-V/def2-TZVPD", "symbols": ["S", "S", "S", "S", "S", "F", "F", "F", "F", "F", "F", "O", "O", "O", "O", "O", "O", "O", "O", "O", "O", "O", "O", "O", "O", "O", "O", "O", "O", "O", "O", "O", "O", "O", "C", "C", "C", "C", "C", "C", "C", "C", "C", "C", "C", "C", "C", "C", "C", "C", "C", "C", "C", "C", "C", "C", "C", "C", "C", "C", "C", "C", "C", "C", "C", "C", "C", "C", "C", "C", "C", "C", "C", "C", "C", "C", "C", "H", "H", "H", "H", "H", "H", "H", "H", "H", "H", "H", "H", "H", "H", "H", "H", "H", "H", "H", "H", "H", "H", "H", "H", "H", "H", "H", "H", "H", "H", "H", "H", "H", "H", "H", "H", "H", "H", "H", "H", "H", "H", "H", "H", "H", "H", "H", "H"], "coordinates": [[17.93, 15.80, 16.68], [18.17, 10.99, 19.62], [14.02, 8.46, 19.20], [14.99, 8.00, 9.65], [16.02, 13.68, 21.70], [14.20, 17.34, 13.11], [10.38, 13.15, 12.04], [11.85, 15.51, 18.90], [12.00, 10.45, 16.83], [14.38, 12.63, 12.81], [13.27, 17.40, 16.88], [17.26, 14.92, 15.53], [15.02, 8.14, 20.42], [13.99, 7.18, 10.54], [12.38, 9.72, 13.92], [19.37, 15.73, 16.66], [10.19, 9.67, 13.22], [14.73, 8.00, 8.27], [16.96, 10.93, 20.35], [15.67, 12.53, 22.40], [14.06, 9.97, 19.33], [14.67, 9.48, 10.32], [17.37, 14.23, 21.76], [16.24, 7.56, 10.10], [17.86, 11.16, 18.06], [10.68, 9.39, 15.38], [19.09, 9.94, 19.79], [15.58, 13.31, 20.14], [17.23, 15.60, 17.93], [14.57, 8.12, 17.98], [18.99, 12.33, 19.82], [12.66, 8.02, 19.50], [17.44, 17.22, 16.19], [14.88, 14.86, 22.00], [14.82, 14.81, 10.73], [10.94, 16.18, 14.41], [10.59, 13.58, 18.31], [14.76, 14.41, 19.60], [18.89, 11.93, 17.48], [14.68, 9.13, 21.44], [15.16, 11.58, 16.69], [13.88, 12.81, 15.10], [10.93, 17.63, 16.76], [14.65, 12.31, 14.07], [6.67, 14.80, 11.40], [13.32, 7.96, 11.58], [9.18, 13.73, 11.81], [14.28, 15.45, 11.82], [14.44, 15.45, 20.77], [9.70, 17.24, 16.16], [13.81, 10.26, 20.74], [19.64, 12.70, 18.64], [16.29, 15.69, 14.82], [15.35, 17.53, 11.10], [8.27, 13.53, 19.01], [15.94, 11.10, 15.67], [15.78, 16.87, 9.97], [14.62, 16.78, 11.97], [8.10, 13.21, 12.52], [7.78, 15.43, 10.85], [14.13, 12.44, 16.37], [12.10, 16.36, 15.08], [10.67, 14.79, 19.01], [9.66, 15.31, 19.78], [9.10, 14.90, 11.06], [11.02, 9.62, 14.09], [8.45, 14.66, 19.76], [15.64, 15.49, 9.78], [13.36, 9.36, 10.93], [12.08, 17.12, 16.25], [9.41, 12.94, 18.45], [16.24, 17.07, 15.52], [11.85, 9.25, 16.12], [12.94, 9.25, 15.12], [15.71, 11.46, 14.32], [6.81, 13.70, 12.30], [9.71, 16.55, 14.96], [8.28, 12.27, 13.09], [9.96, 15.45, 10.74], [12.36, 7.54, 11.73], [14.92, 16.36, 20.51], [13.96, 7.77, 12.51], [15.22, 14.84, 18.78], [13.85, 13.85, 19.29], [13.25, 8.16, 14.93], [13.77, 9.85, 15.48], [7.29, 13.10, 18.77], [19.56, 11.36, 16.85], [15.44, 18.57, 11.19], [13.19, 13.59, 14.97], [15.61, 9.42, 21.97], [10.91, 15.66, 13.41], [16.15, 14.96, 8.99], [16.03, 17.89, 14.81], [8.77, 16.24, 14.50], [15.43, 17.05, 16.25], [13.35, 15.64, 20.90], [16.20, 11.15, 13.42], [8.76, 17.47, 16.65], [13.03, 15.95, 14.77], [11.81, 8.46, 16.86], [14.63, 13.78, 10.57], [14.01, 8.68, 22.13], [7.62, 16.38, 10.36], [7.57, 15.18, 20.24], [9.22, 12.14, 17.80], [16.69, 15.88, 13.85], [12.73, 10.08, 21.07], [14.21, 11.26, 20.93], [18.41, 12.65, 16.75], [20.67, 12.46, 18.71], [5.63, 15.13, 11.29], [16.74, 10.41, 15.84], [9.88, 16.22, 20.34], [13.17, 10.24, 11.46], [19.61, 13.80, 18.50], [13.60, 12.98, 17.16], [15.34, 15.21, 14.71], [16.35, 17.37, 9.18], [15.24, 11.34, 17.74], [11.05, 18.27, 17.67], [13.58, 14.98, 12.53], [11.33, 13.14, 17.74], [6.01, 13.14, 12.75], [12.61, 9.41, 10.13]], "homo_ev": -9.6, "e_lumo_ha": 0.010, "charge": 0, "mol_weight_g_mol": 1207.16, "energy_ha": -5987.78729}

***

{"formula": "CHN2OS", "method": "wB97M-V/def2-TZVPD", "symbols": ["S", "O", "N", "N", "C", "H"], "coordinates": [[1.73, -0.04, -0.70], [-0.56, 1.04, 1.21], [-0.74, 0.40, 0.13], [-1.31, -1.83, -0.41], [-1.04, -0.80, 0.03], [1.92, 1.23, -0.26]], "homo_ev": [-3.6, -4.1], "e_lumo_ha": [0.099, 0.142], "charge": -1, "e_above_lowest_ev": 2.5689, "mol_weight_g_mol": 89.10, "energy_ha": -621.55494}

***

{"formula": "C8H8F3N2S", "method": "wB97M-V/def2-TZVPD", "symbols": ["S", "F", "F", "F", "N", "N", "C", "C", "C", "C", "C", "C", "C", "C", "H", "H", "H", "H", "H", "H", "H", "H"], "coordinates": [[-2.05, -2.09, -1.98], [0.44, -2.45, -0.93], [-2.91, 0.82, -2.03], [-0.95, 1.61, -1.43], [0.17, -0.82, -1.07], [-1.60, 0.51, -2.00], [0.23, -0.21, 0.28], [1.28, -0.43, -1.94], [1.29, 0.66, 0.65], [-0.87, 0.07, 2.46], [0.12, 0.95, 2.81], [1.21, 1.20, 1.93], [-1.21, -0.78, -1.66], [-0.79, -0.53, 1.15], [2.29, 0.72, 0.20], [1.36, 0.58, -1.98], [1.97, 1.89, 2.21], [1.02, -0.94, -2.94], [-0.04, 1.46, 3.83], [-1.32, -1.34, 0.71], [-1.78, -0.19, 3.12], [2.14, -0.69, -1.39]], "homo_ev": -13.9, "e_lumo_ha": -0.239, "charge": 1, "e_above_lowest_ev": 1.7187, "mol_weight_g_mol": 221.23, "energy_ha": -1116.34837}